The following is a DFT calculation (the ωB97M-V functional and the def2-TZVPD basis) of a single C3H5ClN4O2 molecule at a distorted geometry.

**LUMO**: -0.9 eV
**HOMO energy**: -8.29 eV
**Energy relative to the best compared isomer or geometry (same formula, charge and spin)**: 0.6956 eV

```
! RIJCOSX wB97M-V def2-TZVPD def2/J DEFGRID3
* xyz 0 1
C -2.11 -1.19 0.10
C -0.80 0.05 -1.11
C 0.97 0.31 0.51
N -1.02 -0.77 0.91
N -2.09 -0.49 -1.15
N -0.29 -0.14 0.07
N -1.77 -2.76 -0.27
O -2.61 -3.60 -0.16
O -0.62 -2.92 -0.54
Cl -3.46 0.72 -1.40
H -3.09 -1.48 0.50
H -0.26 0.74 -1.84
H 1.10 0.15 1.63
H 1.86 0.04 -0.14
H 1.06 1.48 0.59
*
```